{
  "formula": "C37H46Cl2CrN5O6STe",
  "method": "the ωB97M-V functional and the def2-TZVPD basis",
  "symbols": ["C", "C", "H", "H", "H", "H", "O", "H", "H", "H", "C", "C", "C", "C", "C", "H", "H", "H", "N", "H", "H", "H", "C", "H", "C", "C", "C", "Te", "C", "H", "H", "C", "O", "H", "H", "H", "C", "H", "S", "C", "H", "C", "O", "C", "H", "H", "H", "H", "H", "C", "C", "C", "Cl", "C", "C", "H", "C", "C", "N", "H", "H", "H", "C", "H", "Cl", "H", "N", "C", "C", "H", "O", "C", "H", "H", "Cr", "C", "H", "C", "H", "O", "C", "H", "H", "C", "C", "H", "H", "N", "H", "C", "H", "H", "O", "H", "C", "C", "C", "N", "H"],
  "positions_angstrom": [[2.9676, -2.9523, -2.0601], [-0.0175, 0.4365, -6.0634], [3.7527, -4.0031, -3.7548], [-3.8410, 2.2748, 0.6969], [2.0419, -0.0960, -6.2757], [6.4246, -3.5471, -0.4402], [1.1096, 0.7845, 1.4264], [1.7300, -3.9993, 1.8696], [1.7552, 0.1485, 4.0838], [1.9936, -2.7729, -2.4978], [-0.9439, 1.5003, 5.6506], [2.1566, -1.8009, -0.0080], [-1.0237, 0.7174, -5.1475], [2.5256, 1.6446, -1.1062], [-4.2530, 1.5566, 0.0004], [-1.7575, 1.5664, -1.9877], [0.3730, 2.6133, 4.4381], [-4.3397, -1.7912, -0.5306], [-3.3018, -0.7730, 5.6089], [-0.2530, 0.7025, 7.5379], [3.4893, 4.8671, -1.2225], [-1.7377, 1.3433, 4.9135], [-5.3198, -0.3147, -1.7510], [4.6449, -2.3674, 0.8274], [4.8699, 1.8326, -0.6513], [1.5281, 0.1189, -4.2155], [0.8325, 0.6625, 3.8019], [0.7088, 0.5814, -1.2068], [1.2459, 0.1384, -5.5773], [-5.7878, 1.9460, -3.8884], [0.5666, -5.2841, 2.3950], [3.9528, -3.6343, -2.7575], [-1.5841, -0.2967, 0.8394], [-1.1450, 2.4922, 6.0623], [-0.1627, -1.1125, 4.1261], [-1.0564, 0.0170, 3.3422], [-1.9869, 0.9944, -2.8855], [5.6591, 3.8259, -0.7093], [-2.9295, -0.3141, 1.4679], [-6.4165, 1.4987, -3.1156], [-6.9614, 0.6712, -3.5666], [-1.1109, 0.5876, 6.8766], [-3.3339, -1.6599, 1.8656], [2.9304, -0.2269, -3.8013], [1.2006, 4.7599, -1.6456], [3.3398, -0.9885, -4.4654], [-2.0197, 0.9482, -5.5100], [2.9816, -0.6164, -2.7905], [-5.2484, 3.0179, -1.1992], [3.7366, 1.0494, -0.7937], [5.4535, -3.3840, -0.8881], [2.4042, 3.0268, -1.2489], [-0.5111, -3.3725, 1.5701], [-4.0019, 0.2030, 0.1758], [-0.7965, 0.7163, -3.7780], [-1.9743, 0.9348, 7.4502], [-4.5334, -0.7390, -0.6912], [4.4650, -2.7233, -0.1790], [-2.2101, -2.7778, 5.8319], [-3.2765, 0.2324, 5.6182], [-1.0660, -0.2856, -7.7925], [-1.3538, -3.2732, 6.0194], [1.1967, 1.4639, 2.5239], [3.8179, -0.0206, -0.6635], [1.0348, -3.7065, 4.0776], [0.5920, 0.2268, -8.1170], [1.0881, -1.2443, -0.6093], [0.4047, 1.6383, 4.9258], [-5.5805, 1.0377, -1.9549], [5.9666, -4.3670, -2.7238], [-3.0086, 0.6560, 2.5499], [0.8125, -4.2294, 2.3967], [0.6028, 3.3009, -2.4226], [3.5795, 0.6495, -3.8557], [0.2774, -1.0252, 1.4063], [-5.0410, 1.9632, -1.0624], [-2.7545, -3.1288, 5.0522], [1.0775, 3.6866, -1.5143], [-5.7444, -1.0470, -2.4267], [2.1616, -1.8818, 1.2519], [5.1953, -3.8424, -2.1751], [1.2036, 1.7230, 5.6661], [0.3976, 3.5369, -0.6705], [0.5007, 0.4207, -3.3127], [-2.2487, -1.4602, 6.0370], [-0.6748, 1.4273, -7.8509], [-0.5289, -1.4586, 7.0549], [-0.1265, -0.3971, 3.4123], [-2.4537, 0.0616, -2.5567], [3.5584, 3.7921, -1.1115], [-3.8397, -1.1767, 4.8521], [-2.7368, 1.5574, -3.4393], [1.5630, 2.6161, 2.6109], [5.8174, 1.3688, -0.4107], [-0.3022, 0.4509, -7.5383], [3.2238, -2.4957, -0.7713], [4.7786, 3.2065, -0.8177], [-1.2574, -0.8625, 6.6988], [-7.1373, 2.2549, -2.8048]],
  "e_above_lowest_kj_mol": 0.0,
  "lumo_energy_ev": [-2.30, -2.30],
  "spin_multiplicity": 3,
  "total_charge": 1,
  "homo_energy_ev": [-9.71, -8.55]
}

---

{
  "formula": "C37H47As3Br3CoN3O3",
  "method": "the ωB97M-V functional and the def2-TZVPD basis",
  "symbols": ["C", "C", "H", "N", "H", "C", "C", "C", "N", "H", "H", "C", "H", "C", "C", "H", "H", "H", "H", "H", "H", "C", "C", "C", "C", "C", "C", "H", "O", "Co", "O", "C", "H", "H", "C", "H", "C", "N", "C", "H", "H", "H", "H", "C", "C", "C", "C", "Br", "H", "H", "H", "C", "H", "H", "H", "C", "H", "Br", "H", "C", "H", "C", "C", "C", "H", "H", "H", "H", "C", "H", "H", "O", "C", "H", "As", "H", "C", "H", "H", "H", "H", "C", "H", "C", "H", "H", "As", "H", "C", "H", "C", "H", "C", "H", "Br", "C", "As"],
  "positions_angstrom": [[3.3328, -1.8302, 0.8751], [3.9205, -5.3194, -0.0888], [0.4276, 0.8149, 4.1747], [2.4235, 0.4945, -1.7527], [1.2986, -1.8275, 3.7565], [1.8057, 2.4330, -3.1052], [-0.5407, 0.4396, 3.8450], [-0.4676, 5.3733, 1.3855], [2.2781, -0.1505, -0.5762], [-6.0058, -0.7400, 4.1286], [-2.1739, 1.2580, 1.3933], [-1.0575, 3.0626, 1.0498], [3.8763, -3.5394, 1.9251], [3.4667, -3.1537, 0.9983], [3.3516, 3.3423, -4.7443], [-4.5714, 0.5009, 1.2449], [-2.3338, 0.9729, -2.3134], [-3.1691, -0.4120, -0.1973], [4.7033, -5.4703, 0.6452], [4.2095, 3.2056, -5.3889], [-2.2761, -1.7269, 3.0389], [-2.1693, 0.0174, -2.8088], [2.6910, -6.0900, -2.0023], [1.9864, 5.8972, 1.4916], [-5.4769, -0.0501, 0.9937], [-2.5919, -2.1651, 0.9569], [2.5181, 3.1190, 1.2471], [1.0866, 5.6765, -3.7818], [0.5310, 1.6818, -1.2058], [1.0508, 0.9824, 0.5443], [2.6853, 1.8428, 1.1534], [3.0348, -1.1697, -0.3932], [-0.9614, -0.2100, 4.6130], [0.9134, -2.8590, 2.3753], [-1.6109, -3.3307, 0.7815], [1.1260, -4.7937, -2.6840], [-3.9346, -2.7937, 1.3962], [0.1996, 2.6802, 1.1540], [0.8916, 5.0016, 1.4159], [-3.0701, 2.5239, 0.5565], [-4.8321, -2.0480, 4.2833], [-3.1282, -0.3978, -3.1230], [-1.0700, -2.6824, -3.6431], [2.8982, 2.2976, -3.9543], [1.9152, -4.9408, -1.9587], [1.1780, 3.6306, 1.3033], [1.6055, 4.7291, -3.8526], [3.9128, -0.7206, 2.2964], [-6.3387, 0.5190, 1.3439], [-0.6113, -2.9844, 0.5052], [-0.7390, 6.4166, 1.4735], [-1.5565, -2.8230, -2.6770], [4.2960, -7.1769, -1.0822], [3.5824, -1.5640, -1.2498], [-2.4652, 4.6856, 1.1229], [1.2844, 1.2665, -2.2715], [-1.2028, 1.2892, 3.6869], [5.3204, 3.4712, 1.1728], [-3.5734, -1.9384, -0.9558], [2.1398, -3.9799, -0.9830], [-0.2808, -2.6377, 3.6771], [-5.1227, -1.1903, 3.6764], [0.5037, -2.1553, 3.0934], [-2.0923, 2.0567, 0.6606], [-1.8085, 1.6106, -0.2948], [-2.7529, -0.3403, 2.0954], [3.0511, 0.0501, -2.4073], [-1.1237, -3.6972, -2.1958], [-2.8016, -1.4218, -0.3779], [-5.5552, -0.1529, -0.0870], [-4.3152, -0.4598, 3.6745], [0.0886, 3.9065, -2.2584], [3.1614, -4.1484, -0.0444], [-1.5523, 0.1993, -3.6872], [-1.2504, -1.2144, -1.5908], [1.5112, -3.0982, -0.9422], [-1.4200, 4.4180, 1.1956], [0.0487, 3.1150, -1.6602], [-1.9588, -4.0072, -0.0026], [-3.7615, -3.4006, 2.2923], [0.6961, 0.6028, -2.9316], [3.6918, -6.2793, -1.0599], [4.0972, 6.1248, 1.4574], [1.1543, 3.6767, -3.0598], [2.5115, -6.8388, -2.7627], [-4.2492, -3.4954, 0.6191], [-5.5946, -1.8047, 1.8692], [3.0354, 5.3940, -5.2941], [3.5330, 4.0602, 1.2888], [-2.6224, -2.9913, -2.8371], [3.2677, 5.4323, 1.4211], [-1.5195, -3.9094, 1.7033], [-2.1225, -1.2291, 2.0771], [3.4238, 1.3507, -4.0154], [1.6814, 7.7609, 1.6538], [2.6943, 4.5636, -4.6885], [-0.2604, -0.5879, 2.2084]],
  "e_above_lowest_kj_mol": 114.3,
  "lumo_energy_ev": [-0.14, -0.14],
  "spin_multiplicity": 2,
  "homo_energy_ev": [-7.15, -7.13]
}